Record 1
120
Properties=species:S:1:pos:R:3:forces:R:3:mulliken_charge:R:1 method="wB97M-V/def2-TZVPD" homo_lumo_gap_ev=9.1 smiles=COCCNCCOC.COCCNCCOC.COCCNCCOC.COCCNCCOC.COCCNCCOC total_charge=0 lumo_energy_ev=0.6 fmax_ev_per_a=2.78 mol_weight_da=666.0 homo_ev=-8.435
C -20.054418 8.033214 -51.989980 -0.5 -0.2 0.8 -0.720
O -19.784385 9.241628 -52.643317 0.2 -0.5 -1.0 -0.389
C -19.260758 10.260690 -51.812111 -2.1 0.6 -0.1 -0.440
C -18.620642 11.322963 -52.680524 2.3 -0.3 0.5 -0.472
N -17.795005 12.210463 -51.840130 -0.3 -0.9 0.5 -0.238
C -18.367358 12.847545 -50.688440 -0.3 1.9 0.6 -0.673
C -19.499246 13.852780 -51.001639 0.3 0.0 -0.6 -0.466
O -20.711820 13.173378 -51.172324 -0.4 -1.7 0.3 -0.212
C -21.916971 13.880080 -51.233324 0.8 1.4 0.3 -0.780
H -20.285770 8.260540 -50.943692 0.4 -0.4 0.2 0.333
H -19.264576 7.286715 -52.098880 0.4 0.3 0.3 0.247
H -20.950936 7.503807 -52.326334 -0.1 0.6 -0.6 0.267
H -18.647064 9.856188 -51.004297 0.5 0.2 -0.3 0.350
H -20.149508 10.737544 -51.365268 0.3 -0.1 0.5 0.305
H -19.276156 11.853905 -53.369945 -0.5 -0.2 0.2 0.237
H -17.848682 10.806300 -53.260371 -0.4 -0.1 -0.4 0.401
H -17.252278 12.866479 -52.376557 -0.1 0.0 -0.1 0.251
H -17.566778 13.420680 -50.205481 0.1 0.2 -0.3 0.430
H -18.691245 12.277800 -49.812370 -0.1 -1.0 -0.6 0.051
H -19.235580 14.297444 -51.971668 0.1 0.5 0.1 0.221
H -19.569489 14.636695 -50.236808 -0.1 0.0 0.1 0.421
H -21.880892 14.654700 -50.450856 -0.4 0.0 -0.1 0.289
H -22.776930 13.242319 -51.049958 0.2 -0.3 -0.1 0.230
H -22.014384 14.398218 -52.196020 -0.2 -0.1 0.0 0.308
C -13.581945 23.242161 -43.105837 -0.1 0.6 -1.2 -0.469
O -13.452512 21.871080 -43.328353 0.1 -0.9 1.0 -0.395
C -13.401774 21.467332 -44.652913 -0.4 0.4 -2.0 -0.212
C -13.111237 19.964169 -44.863945 1.3 0.1 1.2 -0.777
N -13.101522 19.202044 -43.602339 -0.6 -0.5 0.0 -0.406
C -14.349161 18.548176 -43.236356 -1.1 0.4 0.7 -1.156
C -15.559433 19.523991 -43.252267 -0.1 -1.4 -0.8 0.413
O -16.788632 18.793140 -43.158859 0.4 0.0 0.6 -0.005
C -17.240459 18.736757 -41.814656 0.0 -0.4 -0.3 -0.882
H -13.499510 23.480046 -42.049930 0.0 -0.2 0.0 0.334
H -14.537636 23.611359 -43.501991 -0.1 -0.1 0.2 -0.027
H -12.814608 23.778679 -43.683482 0.1 0.1 0.3 0.308
H -12.652304 22.044915 -45.214432 0.2 0.0 0.3 0.522
H -14.324954 21.675091 -45.218445 -0.3 0.3 0.5 0.227
H -12.082677 19.885843 -45.225837 -0.1 0.0 -0.2 0.340
H -13.743891 19.549322 -45.645343 -0.3 -0.2 0.3 0.267
H -12.950427 19.864649 -42.852035 0.4 0.1 -0.1 0.360
H -14.302185 18.176643 -42.207317 0.5 0.1 0.0 0.362
H -14.603688 17.638751 -43.785111 0.2 0.3 -0.6 0.341
H -15.606285 19.983030 -44.241327 0.1 0.5 0.2 -0.168
H -15.460581 20.237697 -42.435536 -0.1 0.3 -0.2 0.465
H -16.459962 18.401672 -41.122023 0.2 0.3 -0.1 0.303
H -17.995369 17.952587 -41.747685 -0.3 0.3 -0.1 0.242
H -17.630210 19.719843 -41.543479 -0.1 -0.1 0.3 0.243
C -17.013948 16.984700 -49.397713 0.6 -0.8 0.7 -0.453
O -17.401738 17.706586 -48.263735 -0.3 0.9 -0.1 -0.362
C -17.661302 16.982889 -47.073677 -0.3 0.2 -0.7 -0.164
C -18.428355 17.927397 -46.128688 0.1 -0.3 -0.9 -0.571
N -17.842222 19.257553 -46.172773 0.3 0.4 1.6 0.095
C -18.742724 20.382810 -46.090547 -1.4 0.4 -2.4 -1.248
C -19.741970 20.507807 -44.970039 0.4 1.2 1.8 -0.291
O -19.118531 21.029093 -43.762693 0.3 -0.9 0.1 -0.324
C -18.643557 22.336427 -43.833404 -0.6 1.0 -0.9 -0.810
H -16.166015 16.332038 -49.138473 -0.1 -0.2 -0.1 0.263
H -16.630498 17.667845 -50.152746 -0.4 0.2 0.0 0.300
H -17.821855 16.351560 -49.781910 0.0 0.1 -0.1 0.014
H -16.712619 16.591352 -46.694988 -0.1 -0.1 0.3 0.254
H -18.350146 16.169904 -47.333204 0.3 -0.4 0.3 0.137
H -18.493919 17.517350 -45.116931 0.1 -0.1 0.0 0.142
H -19.440996 17.919963 -46.543121 -0.1 0.4 0.1 0.496
H -17.296035 19.351176 -45.318908 0.3 -0.3 -0.2 -0.216
H -19.341953 20.436983 -47.018409 -0.1 -0.6 0.1 0.404
H -18.182079 21.301134 -46.284174 0.2 0.0 0.8 0.551
H -20.224148 19.583545 -44.651483 0.4 -0.3 -0.2 0.226
H -20.583871 21.192944 -45.128150 0.1 0.1 -0.8 0.406
H -19.467554 23.064354 -43.931431 -0.2 -0.1 0.5 0.277
H -18.078554 22.608476 -44.736511 0.4 -0.6 0.1 0.267
H -18.040874 22.573236 -42.961989 -0.1 -0.1 0.1 0.394
C -15.569161 13.372895 -46.553418 0.6 1.9 0.7 -0.847
O -16.860087 13.335864 -47.131633 0.7 -2.0 -0.6 -0.118
C -17.601181 12.228359 -46.595182 -0.2 0.9 1.2 -0.518
C -18.413443 12.819510 -45.419914 -0.9 -1.8 -0.2 -0.615
N -17.723142 12.759657 -44.136899 0.6 0.2 -0.1 -0.169
C -18.396148 12.037671 -43.065630 -0.4 0.6 0.5 -0.788
C -18.406796 10.537637 -43.227885 0.4 -0.5 -1.7 -0.134
O -19.591738 9.973280 -42.718283 0.2 0.2 0.4 -0.357
C -19.694190 8.607884 -43.023630 -0.1 -0.7 0.6 -0.684
H -15.618727 14.085486 -45.716051 0.2 -0.2 0.1 0.205
H -14.827876 13.823360 -47.220050 -0.3 -0.2 -0.4 0.284
H -15.118545 12.467533 -46.146064 -0.6 -0.4 -0.3 0.310
H -16.966314 11.448397 -46.165328 0.3 0.2 -0.1 0.344
H -18.202200 11.695616 -47.334739 -0.2 0.7 -0.3 0.317
H -19.292466 12.170647 -45.295635 -0.2 0.2 -0.2 0.412
H -18.769160 13.802753 -45.727121 0.1 0.2 0.2 0.193
H -17.485447 13.681249 -43.804046 0.1 0.0 0.0 0.216
H -19.437677 12.368969 -42.956968 -0.1 -0.1 0.0 0.373
H -17.900492 12.309991 -42.132588 0.0 0.0 0.0 0.352
H -17.465409 10.062863 -42.920664 -0.2 0.0 0.9 0.348
H -18.366583 10.294031 -44.304516 -0.2 0.3 -0.1 0.090
H -20.728157 8.271207 -42.931895 -0.1 0.4 -0.4 0.246
H -19.192777 7.967173 -42.284667 0.5 0.2 -0.1 0.259
H -19.290473 8.397623 -44.016963 -0.2 -0.1 -0.1 0.312
C -13.204978 27.105396 -48.817473 -0.9 -1.4 -0.4 -0.731
O -14.130876 27.038183 -47.752635 0.2 0.8 0.9 -0.319
C -14.410001 25.741426 -47.267043 0.5 -0.1 -0.3 -0.882
C -14.817563 25.721767 -45.793172 0.1 0.1 -0.8 0.201
N -16.238461 26.027086 -45.698513 -0.5 0.8 -0.4 -0.304
C -16.635667 26.321258 -44.346157 0.8 -0.9 2.0 -0.513
C -18.112030 26.410522 -44.027283 -0.8 -0.7 -1.0 -0.366
O -18.330924 26.302814 -42.642840 0.1 0.9 0.4 -0.331
C -19.726452 26.216078 -42.361018 0.8 -0.9 -0.1 -0.534
H -13.660942 26.540357 -49.644110 0.2 0.4 -0.4 0.313
H -12.275606 26.555947 -48.630262 0.2 0.4 0.4 0.296
H -13.045252 28.141983 -49.084555 0.1 0.1 0.0 0.247
H -13.534938 25.106083 -47.439391 0.1 0.0 0.2 0.483
H -15.219716 25.309021 -47.862561 -0.1 -0.1 0.1 0.318
H -14.237124 26.429906 -45.187563 0.3 -0.1 -0.2 0.368
H -14.580288 24.709916 -45.461015 -0.4 0.0 0.3 -0.186
H -16.349165 26.887042 -46.235359 -0.2 -0.2 -0.2 0.269
H -16.061640 27.122899 -43.849009 -0.2 0.4 -0.4 0.349
H -16.291863 25.458041 -43.751867 -0.2 0.0 -0.1 0.033
H -18.611187 25.557313 -44.516023 0.1 -0.1 -0.1 0.224
H -18.637692 27.279732 -44.444869 0.3 0.3 0.1 0.363
H -20.300596 27.002831 -42.847383 -0.1 0.0 -0.2 0.291
H -19.896449 26.244967 -41.288654 0.3 0.2 0.1 0.252
H -19.989959 25.212090 -42.702609 -0.8 0.1 -0.1 0.161


Record 2
117
Properties=species:S:1:pos:R:3:forces:R:3:mulliken_charge:R:1 method="wB97M-V/def2-TZVPD" homo_lumo_gap_ev=3.7 total_charge=0 lumo_energy_ev=-2.2 fmax_ev_per_a=2.87 mol_weight_da=618.0 homo_ev=-5.864
O 5.863930 20.656030 16.282680 -0.2 0.0 1.0 -0.406
H 6.575290 21.299890 16.314510 0.5 0.9 -0.4 0.456
H 6.177300 19.882690 16.757380 0.0 -0.9 0.6 0.449
H 5.642670 20.383670 15.389110 -0.7 -0.2 -2.1 0.446
O 4.578500 19.769040 12.482750 0.1 0.0 0.2 -1.055
H 4.114400 19.704860 11.625420 0.3 0.2 0.7 0.121
C 3.798550 25.115040 9.193310 -0.8 0.9 -0.1 -1.469
C 4.673900 24.226210 8.295310 0.3 0.2 -0.4 0.647
C 5.223790 24.905360 6.972970 -1.9 0.2 1.4 -0.737
O 5.952670 24.050310 6.152010 1.3 -0.1 -0.5 -0.310
C 6.258300 24.647790 4.881740 -0.7 -0.7 -0.3 -0.746
N 5.737950 23.734260 9.126940 1.1 -0.7 0.4 -0.827
H 3.320010 24.646160 10.053110 0.3 -1.0 -0.2 0.364
H 2.932400 25.553110 8.697350 0.0 0.0 -0.5 0.365
H 4.271510 25.954180 9.703450 0.8 0.1 -0.5 0.371
H 4.073100 23.382210 7.956460 -0.4 0.0 -0.3 0.227
H 5.754940 25.828650 7.204340 0.3 0.1 0.1 0.375
H 4.291160 25.150870 6.465020 -0.2 0.5 -0.3 0.319
H 5.391720 24.503840 4.236440 -0.4 0.5 0.0 0.300
H 7.032070 24.126180 4.318440 0.3 -0.4 0.8 0.280
H 6.542010 25.700130 4.894970 -0.1 0.1 0.5 0.297
H 5.356070 23.042460 9.755970 -0.3 0.2 0.7 0.266
H 6.344280 23.125730 8.595760 0.4 0.2 -0.6 0.278
C 1.591160 13.244860 13.392260 1.0 1.1 0.3 -1.415
C 3.103810 13.604040 13.861120 -2.0 -0.9 -0.8 0.480
C 4.163540 13.138360 12.848320 0.9 -0.3 1.3 -0.607
O 4.357170 11.733090 12.956590 -0.4 -0.1 0.6 -0.304
C 5.573320 11.195240 12.458360 -0.9 0.6 -0.7 -0.672
N 3.157110 15.029470 14.131740 -0.4 1.0 -0.4 -0.683
H 1.180510 12.241710 13.506980 0.6 -0.1 -0.2 0.324
H 1.466400 13.645980 12.386460 0.3 -0.6 -0.5 0.353
H 0.868530 13.896870 13.882980 0.1 0.0 0.8 0.439
H 3.318680 13.186250 14.844680 0.0 -0.9 -0.3 0.142
H 5.071420 13.607790 13.227120 0.4 0.3 -0.2 0.336
H 4.046400 13.453630 11.811500 -0.5 0.1 -0.1 0.348
H 5.666640 10.175680 12.832370 0.0 0.2 0.0 0.230
H 6.454440 11.796230 12.683190 0.0 0.1 0.4 0.287
H 5.466520 11.185520 11.373650 0.4 -0.3 -0.3 0.282
H 2.200770 15.348830 14.072300 -0.1 0.3 0.4 0.193
H 3.596280 15.620310 13.440280 0.6 -0.3 -0.4 0.266
C 10.503630 17.657070 10.343790 1.4 -1.4 -0.2 -1.388
C 10.317860 17.229470 11.784110 -1.1 0.6 0.2 0.641
C 11.598290 16.761850 12.507290 0.1 0.0 -1.8 -0.839
O 11.349920 16.399820 13.828870 -1.8 1.2 -0.1 -0.303
C 12.402230 15.912080 14.584950 0.1 0.4 0.0 -0.739
N 9.750860 18.412510 12.455110 0.4 -0.3 1.4 -0.822
H 10.912290 16.777260 9.846770 0.0 -0.1 -0.5 0.356
H 11.292590 18.404990 10.264630 -0.3 0.4 0.0 0.344
H 9.595120 17.940620 9.812450 0.0 0.2 0.4 0.352
H 9.589230 16.420000 11.828660 0.0 -0.4 -0.1 0.281
H 12.344560 17.521730 12.275450 0.3 0.8 1.1 0.366
H 12.069660 15.933980 11.977630 -0.4 -0.7 -0.3 0.389
H 12.097580 15.924160 15.631450 -0.1 -0.3 -0.1 0.234
H 13.217930 16.630940 14.507590 0.7 -0.5 -0.1 0.329
H 12.588140 14.894370 14.241760 0.8 -0.1 0.2 0.277
H 9.754590 18.142940 13.428460 0.3 0.3 0.7 0.254
H 8.754690 18.509230 12.319540 -0.2 0.0 -0.8 0.266
C 5.923410 14.099090 3.447870 -0.6 -1.2 -0.2 -2.103
C 4.836880 14.724760 4.368700 1.1 1.1 0.7 1.478
C 5.228100 16.208010 4.395480 -0.4 1.8 0.9 -1.289
C 4.151790 17.212630 4.968010 -0.6 -2.0 -0.7 -0.723
C 2.810290 16.953180 4.208080 1.1 0.2 0.9 -1.178
C 2.338620 15.450250 4.220600 0.6 1.7 -2.0 1.577
N 3.505550 14.633360 3.788540 0.8 2.0 0.0 0.281
O 3.237110 13.294700 3.641870 -0.8 -1.5 -0.3 -0.491
C 1.753000 15.084020 5.535540 -0.9 -0.2 1.3 -1.630
C 1.334960 15.387730 3.047890 -0.4 -1.1 -0.7 -1.941
C 4.988090 14.081400 5.792170 -0.6 1.1 -0.1 -1.461
H 5.745560 13.036540 3.282180 0.0 -0.4 0.5 0.554
H 6.912170 14.150240 3.903770 -0.1 0.3 0.1 0.394
H 5.982800 14.438390 2.413730 -0.2 0.9 0.2 0.426
H 6.152660 16.342090 4.957000 0.1 -0.2 0.2 0.500
H 5.484710 16.565120 3.398120 -0.2 -0.2 -0.3 0.388
H 4.431450 18.263430 4.892300 0.2 -0.1 -0.1 0.415
H 3.933450 17.009520 6.016420 0.4 0.0 0.2 0.334
H 2.920260 17.354620 3.200680 -0.1 -0.4 -0.2 0.383
H 2.083850 17.591100 4.711510 -0.5 -0.3 -0.1 0.432
H 0.879140 15.652860 5.853150 -0.1 0.6 -0.6 0.437
H 1.338690 14.075880 5.547000 0.7 -0.3 0.1 0.318
H 2.453740 15.293820 6.343650 0.1 -0.6 0.0 0.306
H 0.927070 14.388050 2.898330 -0.1 -0.3 0.5 0.391
H 0.465410 16.044990 3.045380 0.2 0.3 0.7 0.375
H 1.810770 15.549460 2.080660 0.5 0.3 0.2 0.448
H 4.864570 12.998410 5.794790 0.2 0.1 0.0 0.317
H 4.240980 14.522520 6.451960 -0.3 -0.3 -0.1 0.271
H 5.886860 14.437590 6.295580 0.5 -0.5 -0.4 0.396
H 3.776730 13.157370 2.859850 -0.4 -0.9 -0.3 0.397
C -2.171420 21.481510 16.324550 -0.7 -0.7 -0.7 -1.595
C -1.637390 20.107140 15.795090 -1.0 -1.5 1.1 1.326
C -2.739610 18.900970 15.862470 -0.3 0.9 -1.2 -1.117
C -3.761780 18.972600 14.704000 0.4 1.8 0.5 -0.744
C -3.103030 19.097590 13.376280 1.5 0.0 -0.4 -1.197
C -1.857630 20.095090 13.245170 -2.8 0.6 -0.1 1.613
N -1.012130 20.079410 14.421220 -0.9 -1.4 1.8 0.189
O -0.070420 21.092320 14.367700 0.6 1.1 -0.2 -0.531
C -1.146800 19.611930 12.017200 0.8 -0.1 -0.8 -1.881
C -2.490270 21.526400 12.958240 0.4 0.1 -0.3 -1.599
C -0.615380 19.649570 16.844900 1.2 -0.2 0.1 -1.875
H -1.401230 22.251630 16.281730 -0.2 0.0 -0.4 0.342
H -2.516010 21.441010 17.357860 0.3 -0.5 0.2 0.459
H -3.086850 21.735120 15.789980 0.3 0.5 -0.3 0.318
H -2.262790 17.921710 15.819990 0.4 0.2 0.2 0.426
H -3.319310 18.969830 16.782960 0.4 0.1 0.3 0.431
H -4.249530 19.934490 14.862010 -0.7 0.0 0.1 0.287
H -4.519860 18.200240 14.574120 0.0 -0.2 0.8 0.385
H -3.841560 19.391400 12.630400 0.1 0.1 -0.1 0.396
H -2.782480 18.093830 13.097330 0.4 -0.1 -0.2 0.463
H -0.286720 20.234890 11.771640 -0.1 0.2 -0.3 0.461
H -0.770860 18.588820 12.016450 0.0 -0.1 0.8 0.411
H -1.870720 19.569220 11.203440 0.1 0.5 -0.2 0.362
H -2.987880 21.589260 11.990490 -0.3 -0.7 0.0 0.441
H -3.204030 21.859520 13.711690 0.0 -0.3 0.1 0.322
H -1.794800 22.356170 12.832120 0.6 -0.3 0.5 0.339
H -0.311940 18.616030 16.678100 0.3 0.1 -0.3 0.392
H -0.881570 19.674200 17.901610 -1.1 0.1 -0.1 0.389
H 0.263480 20.291660 16.903370 0.3 0.0 -0.7 0.395
H 0.743110 20.677780 14.071140 0.2 -0.2 0.0 0.386